[1]
DFT (the ωB97M-V functional and the def2-TZVPD basis) results for a cluster of 12 separate species, C27H57Cl6N3O24 in total in a non-equilibrium geometry.

Atoms and positions in Å:
Cl (27.45535, -28.93449, -0.49373)
C (26.38961, -29.14776, 0.87640)
C (25.44897, -28.04091, 1.11522)
Cl (26.37935, -26.59797, 1.58822)
H (27.10714, -29.30316, 1.68207)
H (26.01031, -30.16557, 0.78532)
H (24.76242, -28.37597, 1.89271)
H (24.74395, -27.82364, 0.31283)
Cl (19.24662, -14.83310, 8.84577)
C (19.99974, -13.19366, 9.03557)
C (19.41424, -12.47451, 10.19338)
Cl (19.80457, -13.26977, 11.69396)
H (19.75578, -12.56711, 8.17765)
H (21.08832, -13.23920, 9.00358)
H (18.33175, -12.56953, 10.10799)
H (19.80968, -11.47143, 10.35324)
Cl (14.61682, -18.08760, 4.66080)
C (15.31716, -19.65968, 4.79410)
C (15.08855, -20.42482, 3.52419)
Cl (15.85594, -22.02574, 3.49700)
H (14.75779, -20.18584, 5.56764)
H (16.34857, -19.61541, 5.14390)
H (15.50050, -19.87919, 2.67525)
H (14.03604, -20.57661, 3.28490)
C (15.93742, -23.40910, 14.68120)
N (17.26395, -22.85549, 14.36071)
O (17.40496, -22.17368, 13.34300)
O (18.21712, -23.07769, 15.09274)
H (15.67581, -22.83846, 15.57229)
H (16.04649, -24.49280, 14.72354)
H (15.34537, -23.07266, 13.83009)
C (21.06968, -15.11700, 3.95408)
N (21.04908, -16.50834, 4.32361)
O (20.03387, -17.17395, 4.01039)
O (22.02149, -16.91800, 4.99570)
H (21.97174, -14.59785, 4.27788)
H (20.15982, -14.80753, 4.46836)
H (21.05914, -15.01987, 2.86847)
C (17.89368, -31.09290, 2.79410)
N (18.89134, -30.65401, 1.78654)
O (19.47153, -31.48934, 1.10831)
O (19.04051, -29.43732, 1.73553)
H (17.09450, -30.35238, 2.76178)
H (18.31469, -31.22876, 3.79029)
H (17.56566, -32.05132, 2.39169)
C (26.12216, -31.75267, 6.25525)
O (26.09108, -30.36481, 5.91096)
C (25.78756, -29.36279, 6.86876)
O (25.35902, -29.65696, 7.99982)
O (26.09160, -28.17490, 6.38193)
C (25.71948, -27.06088, 7.11478)
H (26.51948, -32.24709, 5.36881)
H (25.08061, -32.02215, 6.43029)
H (26.77894, -31.94433, 7.10378)
H (26.33554, -26.73259, 7.95191)
H (24.68606, -27.19947, 7.43250)
H (25.52811, -26.23606, 6.42838)
C (20.38940, -21.48678, 7.81216)
O (20.71826, -21.91036, 6.51693)
C (20.57345, -23.14154, 6.14285)
O (20.30085, -24.10002, 6.86596)
O (20.93690, -23.21156, 4.81061)
C (20.76521, -24.48789, 4.18976)
H (19.33873, -21.39761, 8.08824)
H (20.77420, -20.49180, 8.03584)
H (20.91891, -22.14695, 8.49911)
H (20.81797, -25.30800, 4.90582)
H (21.49830, -24.56976, 3.38727)
H (19.83055, -24.43451, 3.63151)
C (18.70392, -27.89525, 11.71967)
O (17.87832, -28.97609, 11.28885)
C (16.83323, -29.39678, 12.14105)
O (16.54154, -28.86976, 13.21498)
O (16.23849, -30.38635, 11.49445)
C (15.00873, -30.94299, 11.97382)
H (18.33382, -27.24947, 12.51598)
H (18.89393, -27.35692, 10.79113)
H (19.64302, -28.33000, 12.06198)
H (15.12606, -32.01109, 12.15687)
H (14.28543, -30.54208, 11.26373)
H (14.79796, -30.64038, 12.99954)
C (20.05059, -20.00195, -0.24768)
O (20.03205, -18.64981, -0.58527)
C (19.49303, -18.17196, -1.70426)
O (19.38912, -16.95217, -1.96676)
O (19.00526, -19.13765, -2.47352)
C (18.50694, -18.78899, -3.79685)
H (19.91689, -20.79562, -0.98272)
H (19.26395, -20.13050, 0.49580)
H (20.98568, -20.12200, 0.29941)
H (18.33678, -19.73740, -4.30643)
H (19.25302, -18.21488, -4.34628)
H (17.61611, -18.16114, -3.81435)
C (24.39311, -23.89552, 13.00987)
O (23.74686, -24.58874, 14.10069)
C (24.05871, -24.40992, 15.41868)
O (23.34077, -24.87238, 16.30271)
O (25.18272, -23.67102, 15.61018)
C (25.70023, -23.45296, 16.81526)
H (24.03782, -24.26082, 12.04632)
H (25.48177, -23.94249, 12.98347)
H (24.25191, -22.81804, 13.09477)
H (24.90337, -22.98966, 17.39703)
H (26.56718, -22.79276, 16.78991)
H (26.06697, -24.37456, 17.26720)
C (30.39116, -22.42585, 9.02566)
O (29.25564, -21.85635, 8.40597)
C (28.44240, -20.97782, 9.08100)
O (28.67685, -20.48975, 10.18974)
O (27.48651, -20.72456, 8.21856)
C (26.54017, -19.75418, 8.52640)
H (30.72335, -23.29852, 8.46336)
H (30.20157, -22.74822, 10.04949)
H (31.23643, -21.73772, 9.03589)
H (25.88606, -19.78291, 7.65496)
H (26.70846, -18.68814, 8.67923)
H (25.88046, -20.05322, 9.34092)

As for the energy relative to the best compared isomer or geometry (same formula, charge and spin): 3.9 kcal per mole. The value obtained for the calculated total energy is -157655.5347 eV. Its maximum force is 5.397 eV/A. The structure (SMILES) is C[N+](=O)[O-].C[N+](=O)[O-].C[N+](=O)[O-].COC(=O)OC.COC(=O)OC.COC(=O)OC.COC(=O)OC.COC(=O)OC.COC(=O)OC.ClCCCl.ClCCCl.ClCCCl. Its LUMO energy is -0.08 eV.

[2]
DFT (the ωB97M-V functional and the def2-TZVPD basis) results for a cluster of 2 separate species, C2H9N3 in total in a non-equilibrium geometry.

Atoms and positions in Å:
C (-0.71219, 1.78503, -2.33244)
H (-0.14819, 1.29228, -1.51191)
H (-1.02078, 2.78457, -1.96245)
H (-1.54826, 1.09208, -2.53079)
H (-0.19566, 1.82702, -3.32942)
N (0.88272, -2.01577, 1.36797)
C (0.13311, -0.86806, 1.18329)
N (0.27101, 0.09169, 2.21033)
N (-0.68371, -0.71600, 0.19022)
H (0.84018, -2.74668, 0.67785)
H (1.62551, -2.03980, 2.01567)
H (1.22663, 0.15898, 2.56723)
H (-0.07179, 0.96096, 1.79677)
H (-0.59858, -1.60631, -0.34232)

As for the energy relative to the best compared isomer or geometry (same formula, charge and spin): 5.2 kcal per mole. The value obtained for the calculated total energy is -6690.2823 eV. Its maximum force is 1.418 eV/A. The structure (SMILES) is N=C(N)N.C. Its LUMO energy is 0.76 eV.

[3]
DFT (the ωB97M-V functional and the def2-TZVPD basis) results for the molecule C5H4N2O in a non-equilibrium geometry.

Atoms and positions in Å:
C (1.01041, 1.02836, -1.45842)
C (0.42529, 0.51145, 0.46170)
C (-0.94873, -0.91404, 1.36956)
C (-1.47504, -1.11286, 0.16839)
C (-0.00956, 0.13501, -0.71697)
H (0.93337, 1.94393, -2.03867)
H (1.66731, 0.45066, -2.10690)
H (-1.03858, -1.33415, 2.23927)
H (-2.56781, -1.42643, -0.01845)
N (0.24330, -0.23993, 1.46783)
N (-0.95741, -0.77794, -0.92109)
O (1.49878, 1.20044, -0.10599)

As for the energy relative to the best compared isomer or geometry (same formula, charge and spin): 85.5 kcal per mole. The value obtained for the calculated total energy is -10273.0528 eV. Its maximum force is 7.617 eV/A. The structure (SMILES) is c1cnc2c(n1)CO2. Its LUMO energy is 0.26 eV.